Here is C23H24N2O6 in the gas phase in a non-equilibrium geometry from the Open Molecules 2025 dataset. Energies are from ωB97M-V/def2-TZVPD.

Last column: Mulliken charge in e.
Geometry (Å):
O 2.1752 3.9868 -0.2329  -0.6737
O 1.3720 -3.8838 -1.3426  -0.2057
O -3.9927 0.6344 1.3927  -0.4646
O -2.4633 -1.2519 -1.8787  -0.7221
O 1.3128 0.1911 0.0422  0.1396
O -4.1125 -1.1441 -0.3752  -0.2664
N 1.6097 -4.4062 -0.1150  -0.8331
N 1.1702 2.4077 -1.5046  -0.0175
C 4.3876 2.1365 0.0014  -0.6137
C -3.0428 -0.6520 -0.9976  0.6253
C -2.5785 2.5587 0.9814  -0.7925
C 0.7025 -1.8287 -2.4494  -0.6466
C -0.0345 3.1695 -1.7749  -1.5674
C 2.6420 0.4830 0.1893  0.9530
C 1.0395 -2.5903 -1.2257  0.3765
C 0.7610 -0.9204 0.7256  -1.1067
C 3.0556 1.7804 -0.1589  0.1134
C 5.3195 1.2278 0.4675  -0.6715
C 1.0669 -2.2434 0.1019  1.2633
C 1.6082 -3.6867 2.2162  -1.2635
C 1.4364 -3.4521 0.7603  0.3661
C -4.5442 -2.4258 -0.8042  -0.7059
C -4.4790 1.2219 2.5768  -0.9921
C 2.0929 2.8330 -0.6072  0.5469
C -1.6690 1.3372 -1.3105  -0.0158
C -3.0894 1.3050 0.6463  1.2722
C -1.6263 3.1779 0.1931  -1.0484
C 3.5822 -0.4205 0.6694  -0.4716
C -1.1609 2.5780 -0.9686  0.3242
C 4.9102 -0.0512 0.7981  -0.8444
C -2.6190 0.6866 -0.5292  0.1542
H -5.3992 -2.6807 -0.1838  0.2545
H -1.3333 0.8346 -2.2060  0.5356
H -3.6766 1.3964 3.3007  0.3651
H -0.2522 3.1235 -2.8462  0.3502
H 0.6696 -3.5065 2.7384  0.3074
H -0.3578 -1.5734 -2.4351  -0.0268
H -5.1841 0.5016 2.9882  0.2721
H -4.8289 -2.3980 -1.8584  0.2916
H -2.9151 3.0598 1.8748  0.4301
H 1.2852 -0.9110 -2.4978  0.1403
H 2.3621 -3.0173 2.6294  0.2902
H 0.9113 -2.4396 -3.3231  0.3977
H -1.2339 4.1384 0.4921  0.4271
H 5.6238 -0.7740 1.1647  0.4368
H -3.7446 -3.1594 -0.6787  0.2877
H -5.0007 2.1625 2.3751  0.3702
H 4.6726 3.1479 -0.2452  0.4887
H 6.3534 1.5156 0.5774  0.3907
H -0.3196 -0.7349 0.6893  0.0944
H 0.1655 4.2020 -1.4829  0.5241
H 1.9167 -4.7152 2.3774  0.3996
H 1.0832 1.4123 -1.6421  0.0948
H 1.0836 -0.9191 1.7743  0.3873
H 3.2868 -1.4237 0.9307  0.2794

Output
SMILES: COC(=O)c1cc(CNC(=O)c2ccccc2OCc2c(C)noc2C)ccc1OC
LUMO energy, eV: 0.3708
Kohn-Sham gap, hartree: 0.3369
Charge: 0

---

Here is a gas-phase ion, C7H14NOS (charge +1) in a non-equilibrium geometry from the Open Molecules 2025 dataset. Energies are from ωB97M-V/def2-TZVPD.

Last column: Mulliken charge in e.
Geometry (Å):
S 0.9606 -1.2907 -2.3734  0.6249
O 2.3698 -1.1585 -2.1870  -0.4599
N 0.2894 -0.8064 -0.5669  -0.0898
C 1.1568 0.2139 1.4234  -0.7261
C -0.5334 2.0531 0.6540  -0.5087
C 0.3863 -3.0153 -2.2278  -0.8552
C -1.1609 -0.2563 -0.2525  -0.7196
C 0.9278 1.6771 0.9978  -0.6344
C -1.1165 1.2107 -0.4283  -0.5904
C 1.2212 -0.6920 0.2113  0.0566
H 2.1145 -1.3510 0.1459  0.4482
H -2.1218 1.6185 -0.5373  0.3040
H -1.8439 -0.8390 -1.0536  0.2995
H 1.4724 2.2724 1.7898  0.3154
H 0.3759 -3.2751 -1.2175  0.3086
H -0.6627 1.4173 -1.3347  0.4723
H 1.2023 -3.6434 -2.8451  0.3813
H 0.2688 -0.1102 1.9733  0.3137
H -1.0606 1.7841 1.6223  0.2688
H 1.4581 1.9243 0.0575  0.3497
H -0.4440 3.1503 0.3394  0.3037
H -1.4251 -0.5474 0.7702  0.4146
H 2.0991 0.2335 1.9796  0.3828
H -0.6109 -3.0793 -2.6649  0.3402

Output
LUMO energy, eV: -4.5452
Kohn-Sham gap, hartree: 0.3674
Charge: +1

---

Here is a molecular structure, C16H12MoN3O8S3 from the Open Molecules 2025 dataset. Energies are from ωB97M-V/def2-TZVPD.

Last column: Mulliken charge in e.
Geometry (Å):
Mo -0.1812 -0.3552 0.1680  -0.3017
S 2.2807 0.7108 -0.3079  1.7872
S 1.1249 -2.2353 1.4066  -0.2580
S -0.8637 1.6900 -1.4600  2.0157
O -0.9699 1.6368 0.0346  -0.4259
O -4.0332 -1.3125 1.1436  -0.6346
O -1.8956 2.3695 -2.1477  -0.6698
O 1.6764 -0.4845 -0.9720  -0.4860
O -0.7089 0.2336 -1.8067  -0.3350
O 1.4310 0.8247 0.9298  -0.3621
O 3.6753 0.6518 -0.0690  -0.6697
O -2.1597 -0.7279 0.0655  -0.3664
N 0.7634 -4.3516 -0.2801  0.0506
N -0.9235 -0.0937 2.1943  0.4670
N -0.2864 -2.3278 -0.6873  0.4350
C 0.5317 -3.0680 0.0870  0.0938
C 0.5728 3.5997 -2.6537  -0.5433
C -0.2112 0.3570 3.2348  -0.4219
C 0.6787 2.4934 -1.8306  -0.3715
C 2.9382 3.9723 -2.5084  -0.6568
C -0.7799 0.5096 4.4846  -0.8149
C 3.0579 2.8591 -1.6821  -0.5976
C -2.2164 -0.3957 2.3710  0.5706
C 1.9418 2.1162 -1.3388  -0.0391
C -2.9168 -0.8707 1.1307  0.4347
C 1.7018 4.3388 -2.9948  -0.6433
C -2.1172 0.1909 4.6685  -0.2598
C -0.7151 -4.1660 -2.1028  -0.9712
C -2.8495 -0.2747 3.5886  -0.8103
C -0.9093 -2.8286 -1.7323  0.0785
C 0.1494 -4.9059 -1.3515  -0.0499
H 3.8210 4.5416 -2.7644  0.4218
H 1.5978 5.2004 -3.6396  0.4212
H 1.3990 -4.9009 0.2854  0.3014
H -1.5672 -2.1529 -2.2661  0.5484
H -0.4012 3.8839 -3.0244  0.5891
H -0.1724 0.8790 5.2979  0.4430
H -2.5810 0.3080 5.6385  0.4420
H -1.2208 -4.5945 -2.9528  0.4262
H 4.0239 2.5606 -1.3022  0.5808
H -3.8954 -0.5403 3.6518  0.5374
H 0.3852 -5.9404 -1.5557  0.4229
H 0.8246 0.5994 3.0496  0.6217

Output
LUMO energy, eV: -4.4300
Kohn-Sham gap, hartree: 0.2570
Charge: +1